*a*
Formula: C2H6N2OS
Source: the Open Molecules 2025 dataset
Level of theory: wB97M-V/def2-TZVPD

Cartesian coordinates (Å):
C1 0.5383 -1.1948 -1.4078
C2 0.4835 -0.5511 -0.0092
H1 -1.2614 -1.4577 -2.0482
H2 1.4723 -0.9516 -1.9358
H3 0.4997 -2.2635 -1.2397
H4 1.8334 -1.6110 0.7429
H5 -0.8348 0.7601 -0.8492
H6 0.4915 2.1658 1.4454
N1 1.2187 -0.8279 0.9777
N2 -0.3855 0.4948 0.0386
O1 -0.5552 -0.7961 -2.1852
S1 -0.6077 1.4084 1.4222

Calculated values
- SMILES string: [H]/N=C(\CO)NS
- LUMO: 0.54 eV
- Orbital gap: 0.351 Eh
- 2S+1: 1

Atom charges from the natural (NBO) analysis, given in e for atoms 1 to 5: -0.134 0.400 0.480 0.203 0.184

***

*b*
Formula: C2H6N2OS
Source: the Open Molecules 2025 dataset
Level of theory: wB97M-V/def2-TZVPD

Cartesian coordinates (Å):
C1 0.0868 0.2169 -0.0377
C2 1.4151 -0.5090 0.1693
H1 -2.4042 0.7227 0.6117
H2 -2.4628 0.5721 -0.9863
H3 -1.0404 -1.5275 -0.0439
H4 1.3939 -1.4693 -0.4135
H5 1.4709 -0.7936 1.1979
H6 2.3667 1.1422 -0.0119
N1 -2.3100 0.0512 -0.1513
N2 -1.0568 -0.5107 -0.0259
O1 2.5039 0.2336 -0.3226
S1 0.0368 1.8715 0.0143

Calculated values
- SMILES string: NNC(=S)CO
- LUMO: 0.55 eV
- Orbital gap: 0.347 Eh
- 2S+1: 1

Atom charges from the natural (NBO) analysis, given in e for atoms 1 to 5: 0.095 -0.126 0.364 0.363 0.392

***

Relative energies, in eV, with the most stable structure set to zero: *a* 0.000; *b* 0.193.

***

*a*
Formula: C2H9NO3
Source: the Open Molecules 2025 dataset
Level of theory: wB97M-V/def2-TZVPD

Cartesian coordinates (Å):
C1 -1.0864 0.6556 -0.6428
C2 -1.2260 -0.4413 0.3488
N1 -2.3109 -0.5553 1.2347
O1 -0.2772 -1.1835 0.3715
H1 -0.6790 1.6327 -0.1825
H2 -1.7602 0.8210 -1.4810
H3 -0.1094 0.7190 -1.1702
H4 -2.4172 -1.3627 1.8591
H5 -3.1745 -0.1340 0.9821
H6 2.7310 1.6155 0.3024
H7 1.6923 1.4150 1.1349
O2 2.5951 1.2979 1.2219
H8 1.4841 -1.1545 -2.4852
H9 1.5431 -0.2534 -1.2490
O3 1.5247 -0.2015 -2.1671

Calculated values
- LUMO (spin up / spin down): -4.90 / -9.73 eV
- Orbital gap (spin up / spin down): 0.374 / 0.197 Eh
- 2S+1: 2
- Total charge: +1

Atom charges from the natural (NBO) analysis, given in e for atoms 1 to 5: -0.759 0.657 -0.711 -0.076 0.325

***

*b*
Formula: C2H9NO3
Source: the Open Molecules 2025 dataset
Level of theory: wB97M-V/def2-TZVPD

Cartesian coordinates (Å):
O1 0.4637 0.2475 -1.9769
C1 0.5002 0.2659 -0.8096
C2 -0.7139 -0.2072 0.1018
N1 -0.8351 0.7633 1.1272
H1 1.4449 0.5571 -0.2953
H2 -1.5651 -0.2939 -0.5728
H3 -0.4100 -1.1827 0.4855
H4 -1.3721 1.5536 0.7731
H5 -1.4262 0.4346 1.8970
H6 -0.1351 -3.0656 -2.0585
H7 0.3467 -3.6375 -0.7852
O2 -0.4437 -3.2225 -1.1550
H8 1.8827 3.0310 1.5249
H9 0.6635 2.2685 0.9621
O3 1.5994 2.4880 0.7819

Calculated values
- LUMO (spin up / spin down): -5.27 / -9.33 eV
- Orbital gap (spin up / spin down): 0.375 / 0.226 Eh
- 2S+1: 2
- Total charge: +1

Atom charges from the natural (NBO) analysis, given in e for atoms 1 to 5: -0.138 0.439 -0.248 -0.764 0.320

***

Relative energies, in eV, with the most stable structure set to zero: *a* 0.631; *b* 0.000.

***

*a*
Formula: C2H9N2O
Source: the Open Molecules 2025 dataset
Level of theory: wB97M-V/def2-TZVPD

Cartesian coordinates (Å):
C1 1.5718 0.6057 0.9054
N1 0.2282 1.1376 0.7013
C2 -0.1601 1.0370 -0.7438
O1 -0.1324 -0.2006 -1.2754
H1 1.6897 -0.4002 0.4802
H2 1.7652 0.5413 1.9779
H3 2.3141 1.2745 0.4600
H4 -0.4006 0.4901 1.1757
H5 0.5277 1.7551 -1.2533
H6 -1.1745 1.5017 -0.7694
N2 -1.3438 -2.0610 0.3807
H7 -0.8735 -2.9478 0.2439
H8 -2.2581 -2.1690 -0.0398
H9 -0.8231 -1.3353 -0.1960

Calculated values
- LUMO: 4.63 eV
- Orbital gap: 0.274 Eh
- 2S+1: 1
- Total charge: -1

Atom charges from the natural (NBO) analysis, given in e for atoms 1 to 5: -0.420 -0.685 0.125 -0.954 0.184

***

*b*
Formula: C2H9N2O
Source: the Open Molecules 2025 dataset
Level of theory: wB97M-V/def2-TZVPD

Cartesian coordinates (Å):
C1 1.9016 -1.1798 -1.0255
O1 1.2204 -0.5039 -0.0798
H1 1.3077 -1.4328 -1.9328
H2 2.8156 -0.6538 -1.3966
H3 2.2931 -2.1851 -0.7088
N1 -1.5344 -0.1756 -0.0988
C2 -1.3427 1.1352 0.5493
N2 -0.4018 1.0613 1.6122
H4 -2.0454 -0.0628 -0.9692
H5 -0.5914 -0.5434 -0.2875
H6 -1.0046 1.8736 -0.1947
H7 -2.3205 1.4906 0.9060
H8 -0.7527 0.5358 2.3983
H9 0.4551 0.6408 1.2279

Calculated values
- LUMO: 4.58 eV
- Orbital gap: 0.272 Eh
- 2S+1: 1
- Total charge: -1

Atom charges from the natural (NBO) analysis, given in e for atoms 1 to 5: -0.182 -0.997 0.079 0.084 0.077

***

Relative energies, in eV, with the most stable structure set to zero: *a* 0.000; *b* 0.299.

***

*a*
Formula: C4H6IN
Source: the Open Molecules 2025 dataset
Level of theory: wB97M-V/def2-TZVPD

Cartesian coordinates (Å):
C1 -0.8334 -0.5780 -0.5105
C2 -1.6161 1.6679 -0.7135
C3 1.3009 -0.4298 0.8980
C4 0.3432 -1.2841 0.0561
N1 -0.9798 0.6258 -0.5501
I1 -1.6843 2.5923 -2.5886
H1 -1.8685 2.1410 0.1617
H2 0.7755 0.3877 1.3289
H3 2.1142 0.0390 0.3147
H4 1.7089 -1.0319 1.7054
H5 -0.0502 -2.1885 0.6346
H6 0.7895 -1.9413 -0.7368

Calculated values
- LUMO: 0.31 eV
- Orbital gap: 0.294 Eh
- 2S+1: 1

Atom charges from the natural (NBO) analysis, given in e for atoms 1 to 5: 0.215 -0.168 -0.618 -0.520 -0.350

***

*b*
Formula: C4H6IN
Source: the Open Molecules 2025 dataset
Level of theory: wB97M-V/def2-TZVPD

Cartesian coordinates (Å):
C1 1.9520 1.6247 -0.0080
C2 0.8195 2.0661 -0.0709
C3 -0.2011 -1.5452 0.7049
C4 0.3808 -0.7968 -0.4920
N1 -0.8800 -1.2214 -0.4472
I1 -3.4482 0.5081 -0.4203
H1 2.9063 1.1598 -0.3143
H2 -1.9548 -0.6934 -0.4611
H3 -0.0873 2.4507 -0.3234
H4 0.0649 -2.5921 0.7941
H5 -0.6173 -1.0004 1.6482
H6 1.0652 0.0397 -0.6100

Calculated values
- LUMO: -1.32 eV
- Orbital gap: 0.260 Eh
- 2S+1: 1

Atom charges from the natural (NBO) analysis, given in e for atoms 1 to 5: -0.288 -0.165 -0.274 0.164 -0.396

***

Relative energies, in eV, with the most stable structure set to zero: *a* 0.000; *b* 3.168.

***

*a*
Formula: C7H9NO2
Source: the Open Molecules 2025 dataset
Level of theory: wB97M-V/def2-TZVPD

Cartesian coordinates (Å):
C1 -0.8666 0.8048 -0.6869
C2 0.1698 0.1574 -1.3656
C3 -0.7853 0.6987 0.6902
C4 1.2957 -0.1846 -0.6481
C5 1.2434 -0.4672 3.3251
C6 0.4572 0.3361 2.5669
C7 0.1840 -0.1599 -2.8873
N1 0.1113 -0.0139 1.2961
O1 -1.7354 1.3870 1.4891
O2 2.1452 -1.1648 -0.8272
H1 -1.6246 1.3618 -1.2692
H2 1.4545 -0.1715 4.4605
H3 1.4313 -1.4193 3.0296
H4 0.1028 1.3080 3.0358
H5 1.1084 0.1761 -3.4132
H6 0.1027 -1.2883 -2.8323
H7 -0.7925 0.1026 -3.3507
H8 -2.0295 2.2020 1.1498
H9 1.7975 -1.8935 -1.4339

Calculated values
- LUMO (spin up / spin down): -0.17 / -0.18 eV
- Orbital gap (spin up / spin down): 0.273 / 0.273 Eh
- 2S+1: 1

Atom charges from the natural (NBO) analysis, given in e for atoms 1 to 5: -0.368 -0.122 0.533 0.426 -0.388

***

*b*
Formula: C7H9NO2
Source: the Open Molecules 2025 dataset
Level of theory: wB97M-V/def2-TZVPD

Cartesian coordinates (Å):
C1 -0.8317 0.8858 -0.0168
C2 -0.4230 -0.3412 0.7155
C3 -0.1186 -1.3856 -0.3889
C4 1.1666 -0.7151 -1.0237
C5 1.3874 0.5027 -0.1355
C6 0.8546 0.1222 1.3070
C7 0.3693 1.6764 -0.2804
H1 -3.8379 0.4069 -0.3521
H2 -1.2383 -0.6354 1.3080
H3 0.1401 -2.4244 0.0349
H4 -0.8190 -1.5524 -1.2243
H5 2.0271 -1.3930 -0.7747
H6 1.1604 -0.4400 -2.0387
H7 2.4144 0.7542 -0.1458
H8 1.4164 -0.6940 1.7247
H9 0.6688 1.0058 1.9064
N1 -2.0559 1.1673 -0.3826
O1 -2.9382 0.1964 0.0039
O2 0.6573 2.8634 -0.2370

Calculated values
- SMILES string: O=C1/C(=N/O)[C@H]2CC[C@@H]1C2
- LUMO: 0.27 eV
- Orbital gap: 0.359 Eh
- 2S+1: 1

Atom charges from the natural (NBO) analysis, given in e for atoms 1 to 5: 0.073 -0.296 -0.393 -0.410 -0.304

***

Relative energies, in eV, with the most stable structure set to zero: *a* 1.967; *b* 0.000.

***

*a*
Formula: C15H21N3O3S
Source: the Open Molecules 2025 dataset
Level of theory: wB97M-V/def2-TZVPD

Cartesian coordinates (Å):
O1 0.6974 -0.2706 2.6360
O2 3.4671 -2.4913 -2.0882
O3 1.3250 1.5333 -1.5691
S1 3.4431 -2.4003 1.1863
C1 -0.1673 -0.7631 1.9627
C2 2.9834 -1.3648 -1.9802
C3 1.2585 0.9437 -0.5056
C4 -4.9365 1.9017 1.6927
C5 -3.7546 2.2123 2.3585
C6 -4.8817 1.5406 0.3326
C7 -2.5492 2.1858 1.7140
C8 -3.6763 1.5504 -0.3504
C9 -2.4915 1.8586 0.3470
N1 2.0810 -0.9481 -2.8679
N2 2.1880 0.0782 -0.0712
N3 -0.5538 -0.2780 0.8029
C10 -0.9013 -1.9883 2.4433
C11 1.6338 -1.7596 -4.0224
C12 4.3061 -1.0942 0.2478
C13 -1.1514 1.8182 -0.3636
C14 3.3659 -0.4360 -0.7985
C15 -0.0094 1.0366 0.3416
H1 3.4286 -3.3240 0.2366
H2 -5.9131 1.9790 2.1908
H3 -3.7630 2.5328 3.4106
H4 -5.7679 1.3731 -0.1944
H5 -1.6349 2.4616 2.2542
H6 -3.6610 1.3469 -1.4064
H7 1.7293 -0.0014 -2.7570
H8 1.9429 -0.4123 0.7944
H9 -1.3418 -0.7150 0.3447
H10 -1.0071 -2.7088 1.5914
H11 -1.9045 -1.6904 2.7925
H12 -0.3122 -2.4515 3.2254
H13 0.7890 -2.3874 -3.6942
H14 2.4762 -2.3331 -4.3908
H15 1.3356 -1.0524 -4.7802
H16 5.2318 -1.4652 -0.2293
H17 4.5906 -0.2896 0.9522
H18 -1.2550 1.4029 -1.3634
H19 -0.8503 2.8670 -0.4161
H20 3.9113 0.4154 -1.2087
H21 0.2989 1.5870 1.1993

Calculated values
- SMILES string: CNC(=O)[C@H](CS)NC(=O)[C@@H](Cc1ccccc1)NC(C)=O
- LUMO: 0.54 eV
- Orbital gap: 0.354 Eh
- 2S+1: 1

Atom charges from the natural (NBO) analysis, given in e for atoms 1 to 5: -0.646 -0.658 -0.660 -0.053 0.678

***

*b*
Formula: C15H21N3O3S
Source: the Open Molecules 2025 dataset
Level of theory: wB97M-V/def2-TZVPD

Cartesian coordinates (Å):
O1 2.2300 3.0887 0.0367
O2 -4.6379 3.5304 3.0927
O3 -4.9645 4.6201 0.9980
C1 2.0452 1.9360 -0.4340
C2 -0.4988 2.5166 1.4396
C3 -1.5013 1.9099 -0.6818
C4 -1.6870 3.1383 1.8217
C5 -2.7760 2.3727 -0.2263
C6 -0.3812 1.9598 0.1699
C7 -2.8208 2.9129 1.0478
N1 0.7947 1.3179 -0.3308
N2 2.2110 -0.4114 -0.7649
N3 -5.7048 2.2295 1.2908
C8 3.0409 0.7831 -0.4784
C9 0.8390 0.0025 -0.8428
C10 0.7566 -3.9897 -0.6194
C11 1.0465 -3.2061 0.7152
C12 1.0090 -3.2122 -1.8473
C13 2.3091 -2.2812 0.5752
C14 2.4525 -2.6502 -1.9046
C15 2.7741 -1.7218 -0.6712
S1 -4.4713 3.3704 1.6590
H1 0.3634 2.3923 2.0758
H2 -1.4492 1.3456 -1.6323
H3 -1.9016 3.6599 2.7684
H4 -3.5837 2.1694 -0.9796
H5 -5.7023 1.4230 1.8066
H6 -6.5737 2.7736 1.5573
H7 3.7788 1.0587 -1.2298
H8 3.4672 0.7998 0.5655
H9 0.4229 -0.0950 -1.7726
H10 0.2456 -0.6863 -0.1530
H11 -0.2780 -4.4022 -0.7228
H12 1.5414 -4.8099 -0.7780
H13 1.2168 -3.9566 1.4338
H14 0.2154 -2.5083 0.8994
H15 0.4871 -2.2817 -1.8656
H16 0.7976 -3.7927 -2.7607
H17 3.1073 -2.8974 0.9118
H18 2.0749 -1.4245 1.3079
H19 2.6765 -1.9630 -2.7604
H20 3.2363 -3.4067 -2.0527
H21 3.7921 -1.6138 -0.6637

Calculated values
- SMILES string: NS(=O)(=O)c1ccc(N2CN(C3CCCCC3)CC2=O)cc1
- LUMO: -0.04 eV
- Orbital gap: 0.314 Eh
- 2S+1: 1

Atom charges from the natural (NBO) analysis, given in e for atoms 1 to 5: -0.595 -0.938 -0.929 0.677 -0.185

***

Relative energies, in eV, with the most stable structure set to zero: *a* 0.000; *b* 5.344.